Entry 1:
# C13H19NO4P2Rb

A molecular structure, C13H19NO4P2Rb (wB97M-V/def2-TZVPD, the OMol25 dataset).

For the gap between HOMO and LUMO, the calculation gives 0.267 Ha. The energy above the lowest of the compared OMol25 structures with the same formula, charge and spin comes out at 0.131 eV. As for the charge: -1.

```
40
C13H19NO4P2Rb wB97M-V/def2-TZVPD
Rb -0.068 0.116 -0.322
O -3.549 3.424 0.010
C -2.509 2.751 -0.033
O -2.401 1.493 -0.047
C -1.193 3.555 -0.075
C -1.211 4.942 -0.041
C -0.002 5.622 -0.065
C 1.184 4.907 -0.124
C 1.122 3.520 -0.163
N -0.045 2.871 -0.134
C 2.417 2.683 -0.265
O 3.470 3.333 -0.202
O 2.269 1.440 -0.425
H -2.167 5.443 0.003
H 0.013 6.706 -0.038
H 2.154 5.382 -0.143
C -0.070 -1.035 4.780
P -0.092 -0.425 3.043
C -1.277 0.964 3.202
C -1.231 -1.692 2.312
C -0.556 -3.040 1.998
P 0.205 -3.221 0.317
C 0.584 -5.024 0.412
C 1.924 -2.590 0.529
H -1.082 -1.146 5.178
H 0.484 -0.325 5.395
H 0.444 -1.996 4.827
H -2.221 0.643 3.652
H -1.489 1.396 2.220
H -0.832 1.740 3.826
H -1.683 -1.261 1.414
H -2.066 -1.850 3.003
H -1.311 -3.832 2.015
H 0.186 -3.300 2.762
H 1.134 -5.247 1.330
H 1.186 -5.320 -0.447
H -0.342 -5.598 0.395
H 2.363 -2.896 1.482
H 2.000 -1.505 0.455
H 2.525 -3.010 -0.281
```

Mulliken atomic charge list, values in e, 4 entries: number 1, Rb, carries 0.797; number 2, O, carries -0.780; number 3, C, carries 0.047; number 4, O, carries -0.638

=====

Entry 2:
# C6H9N2S

A gas-phase ion, C6H9N2S (charge +1) in a non-equilibrium geometry (wB97M-V/def2-TZVPD, the OMol25 dataset).

For the gap between HOMO and LUMO (alpha / beta), the calculation gives 0.249 / 0.275 Ha. As for the spin multiplicity: 3. The energy above the lowest of the compared OMol25 structures with the same formula, charge and spin comes out at 0.410 eV. As for the charge: +1.

```
18
C6H9N2S wB97M-V/def2-TZVPD
C -0.833 -0.603 -0.307
C -1.567 0.583 -0.199
C 0.579 1.194 0.194
C 1.909 -0.590 -0.436
C -3.004 0.810 -0.045
C 2.677 -1.551 0.428
N 0.462 -0.332 -0.051
N -0.706 1.621 0.167
S 2.306 1.228 -0.081
H -1.242 -1.646 -0.403
H 1.960 -0.672 -1.464
H -3.503 0.177 -0.744
H -3.132 0.529 1.052
H -3.225 1.948 -0.110
H 3.306 -1.980 -0.326
H 1.855 -2.281 0.820
H 3.202 -0.939 1.263
H -1.047 2.504 0.243
```

Mulliken atomic charge list, values in e, 4 entries: number 1, C, carries -0.178; number 2, C, carries 0.502; number 3, C, carries -0.147; number 4, C, carries -0.224

=====

Entry 3:
# C2H5NO2Si

2 unconnected molecules or ions with the total composition C2H5NO2Si in a non-equilibrium geometry (wB97M-V/def2-TZVPD, the OMol25 dataset).

For the gap between HOMO and LUMO, the calculation gives 0.382 Ha. As for the SMILES: O=[SiH2].CN=C=O. The energy above the lowest of the compared OMol25 structures with the same formula, charge and spin comes out at 2.844 eV.

```
11
C2H5NO2Si wB97M-V/def2-TZVPD
O 2.722 0.828 -0.868
Si 2.704 0.323 0.560
H 2.713 1.023 1.840
H 2.747 -1.165 0.743
C -1.940 -0.561 -0.853
N -1.942 0.063 0.388
C -0.929 0.575 0.755
O -0.075 1.119 1.320
H -1.363 -0.092 -1.794
H -2.947 -0.451 -1.223
H -1.689 -1.663 -0.868
```

Mulliken atomic charge list, values in e, 4 entries: number 1, O, carries -0.435; number 2, Si, carries 0.550; number 3, H, carries -0.062; number 4, H, carries -0.067

=====

Entry 4:
# C5H14NS

2 unconnected molecules or ions with the total composition C5H14NS in a non-equilibrium geometry (wB97M-V/def2-TZVPD, the OMol25 dataset).

For the gap between HOMO and LUMO, the calculation gives 0.317 Ha. The energy above the lowest of the compared OMol25 structures with the same formula, charge and spin comes out at 1.852 eV. As for the charge: +1.

```
21
C5H14NS wB97M-V/def2-TZVPD
C -1.555 0.374 -1.316
C -0.817 -2.911 0.339
C 2.589 0.692 0.690
C 0.383 2.289 1.304
C -0.883 -0.784 -0.839
N -1.417 -1.690 -0.105
S 0.780 0.527 0.851
H -2.274 0.770 -0.566
H -0.832 1.158 -1.447
H -1.378 -3.172 1.316
H -0.896 -3.634 -0.390
H 0.208 -2.730 0.318
H 2.895 1.115 -0.287
H 3.240 -0.193 0.698
H 2.984 1.335 1.574
H 0.896 2.917 0.547
H 0.786 2.599 2.233
H -0.603 2.573 1.087
H -2.191 0.255 -2.203
H 0.053 -1.045 -1.407
H -2.335 -1.381 0.145
```

Mulliken atomic charge list, values in e, 4 entries: number 1, C, carries -1.281; number 2, C, carries -0.789; number 3, C, carries -0.893; number 4, C, carries -1.025